# 1
Density functional theory data (wB97M-V/def2-TZVPD) for a molecular structure, C38H51GeMnN6O.

```
98
C38H51GeMnN6O | the Open Molecules 2025 dataset | wB97M-V/def2-TZVPD
Mn 0.67 -0.52 0.04
C 2.87 -2.10 -1.19
C 2.97 -2.98 0.04
C 1.67 -3.37 0.68
C 1.53 -4.63 1.24
C 0.36 -4.99 1.88
C -0.67 -4.06 1.95
C -0.48 -2.83 1.36
N 0.66 -2.48 0.73
N 2.52 -0.67 -0.94
C 3.52 0.03 -0.10
C 3.27 -0.18 1.35
C 4.29 -0.27 2.29
C 3.97 -0.55 3.60
C 2.64 -0.76 3.94
C 1.68 -0.62 2.96
N 1.97 -0.31 1.68
C 2.48 0.02 -2.25
C 1.41 1.06 -2.31
C 1.31 1.87 -3.44
C 0.23 2.71 -3.58
C -0.78 2.67 -2.62
C -0.61 1.84 -1.53
N 0.49 1.08 -1.34
H 2.11 -2.50 -1.86
H 3.83 -2.12 -1.72
H 3.64 -2.56 0.79
H 3.46 -3.90 -0.28
H 2.36 -5.33 1.17
H 0.25 -5.97 2.32
H -1.60 -4.29 2.44
H -1.27 -2.09 1.37
H 3.44 1.10 -0.32
H 4.53 -0.28 -0.38
H 5.32 -0.15 1.97
H 4.75 -0.63 4.35
H 2.34 -1.02 4.95
H 0.63 -0.78 3.19
H 2.27 -0.71 -3.04
H 3.46 0.45 -2.48
H 2.09 1.83 -4.19
H 0.14 3.36 -4.45
H -1.68 3.26 -2.71
H -1.39 1.74 -0.80
C -3.70 5.20 1.52
C -3.44 4.18 2.62
C -1.99 3.67 2.64
C -1.64 2.93 1.33
Ge 0.10 2.12 1.63
C 1.70 3.09 1.14
C 1.69 4.41 1.94
C 1.61 4.19 3.45
C 2.75 3.34 4.01
H -4.70 5.62 1.62
H -3.64 4.76 0.52
H -3.00 6.03 1.57
H -4.12 3.33 2.53
H -3.64 4.64 3.59
H -1.87 3.00 3.50
H -1.32 4.51 2.79
H -1.59 3.62 0.49
H -2.39 2.17 1.12
H 0.02 1.22 2.86
H 1.67 3.28 0.06
H 2.58 2.50 1.38
H 0.86 5.04 1.61
H 2.60 4.96 1.69
H 0.65 3.73 3.71
H 1.61 5.16 3.94
H 2.71 2.31 3.64
H 2.70 3.29 5.09
H 3.72 3.75 3.74
C -4.33 -3.20 -3.31
N -3.76 -2.36 -2.26
N -2.41 -2.13 -2.14
C -2.20 -1.34 -1.06
O -1.01 -0.97 -0.77
C -3.44 -1.08 -0.48
C -4.39 -1.73 -1.26
C -5.87 -1.80 -1.10
C -1.42 -2.61 -3.05
C -0.64 -3.69 -2.68
C 0.34 -4.15 -3.56
C 0.52 -3.53 -4.79
C -0.28 -2.45 -5.15
C -1.25 -1.98 -4.28
H -3.56 -3.86 -3.69
H -4.72 -2.59 -4.12
H -5.13 -3.80 -2.88
H -3.64 -0.49 0.40
H -6.18 -1.16 -0.28
H -6.19 -2.82 -0.88
H -6.37 -1.48 -2.01
H -0.80 -4.18 -1.73
H 0.95 -5.01 -3.30
H 1.26 -3.90 -5.48
H -0.15 -1.98 -6.11
H -1.89 -1.14 -4.54
```

As for the LUMO energy (alpha / beta): -9.00 / -8.84 eV. As for the net charge: +3. The frontier orbital gap (alpha / beta) is 0.2639 / 0.2670 Eh. The HOMO energy (alpha / beta) comes out at -16.1861 / -16.1048 eV. The spin multiplicity is 2.

***

# 2
Density functional theory data (wB97M-V/def2-TZVPD) for a molecular structure, C38H52CuNOP2 in a non-equilibrium geometry.

```
95
C38H52CuNOP2 | the Open Molecules 2025 dataset | wB97M-V/def2-TZVPD
Cu -0.02 0.51 0.26
C -3.70 -5.49 -2.13
C -3.78 -4.27 -2.80
C -2.98 -3.21 -2.39
C -2.10 -3.35 -1.32
C -2.04 -4.58 -0.66
C -2.83 -5.64 -1.07
P -1.15 -1.83 -0.82
C -0.94 -2.37 0.91
C -2.08 -2.31 1.72
C -2.06 -2.83 3.00
C -0.91 -3.42 3.49
C 0.24 -3.45 2.71
C 0.23 -2.92 1.43
C 0.49 -2.27 -1.53
C 0.73 -3.52 -2.06
C 1.95 -3.83 -2.68
C 2.88 -2.86 -2.86
C 2.65 -1.54 -2.41
C 3.56 -0.51 -2.72
C 3.31 0.77 -2.30
C 2.21 1.03 -1.48
C 1.30 0.06 -1.11
C 1.47 -1.24 -1.66
H -4.32 -6.32 -2.45
H -4.46 -4.15 -3.63
H -3.03 -2.26 -2.90
H -1.36 -4.71 0.17
H -2.76 -6.59 -0.55
H -2.97 -1.85 1.32
H -2.95 -2.77 3.62
H -0.91 -3.86 4.48
H 1.15 -3.88 3.10
H 1.12 -2.93 0.83
H -0.02 -4.30 -1.99
H 2.12 -4.84 -3.05
H 3.82 -3.07 -3.37
H 4.43 -0.74 -3.33
H 3.96 1.58 -2.59
H 2.09 2.04 -1.12
C 1.82 4.06 4.07
C 1.36 3.20 2.90
C -0.08 3.53 2.51
C 2.21 3.53 1.67
P 1.41 1.25 3.04
N 0.61 0.47 2.00
C 3.28 0.72 3.05
C 3.27 -0.73 3.53
C 4.29 1.52 3.87
C 3.72 0.66 1.59
C 0.67 0.81 4.78
C 1.51 1.14 6.02
C -0.68 1.53 4.88
C 0.35 -0.68 4.74
H 1.78 5.11 3.77
H 2.84 3.82 4.36
H 1.17 3.94 4.94
H -0.11 4.41 1.87
H -0.71 3.74 3.37
H -0.51 2.69 1.96
H 2.01 4.55 1.34
H 1.93 2.84 0.87
H 3.27 3.44 1.87
H 3.13 -0.80 4.61
H 4.21 -1.22 3.28
H 2.46 -1.25 3.02
H 3.98 1.63 4.90
H 4.45 2.51 3.44
H 5.25 1.00 3.85
H 2.89 0.28 0.99
H 4.57 0.00 1.48
H 4.01 1.63 1.20
H 1.77 2.19 6.06
H 2.42 0.55 6.05
H 0.93 0.90 6.91
H -0.57 2.58 5.11
H -1.28 1.08 5.66
H -1.20 1.42 3.93
H 1.18 -1.30 5.04
H 0.07 -0.93 3.72
H -0.49 -0.91 5.40
C -2.11 1.41 -2.74
C -1.93 1.97 -1.30
C -0.84 3.05 -1.35
C -3.25 2.64 -0.85
O -1.65 0.94 -0.43
H -2.28 2.23 -3.44
H -2.94 0.72 -2.77
H -1.21 0.87 -3.02
H -1.16 3.91 -1.94
H 0.06 2.63 -1.80
H -0.59 3.38 -0.34
H -3.50 3.49 -1.49
H -3.14 2.99 0.17
H -4.07 1.92 -0.88
```

As for the LUMO energy (alpha / beta): 2.70 / 2.70 eV. As for the net charge: -1. The frontier orbital gap (alpha / beta) is 0.2516 / 0.2607 Eh. The HOMO energy (alpha / beta) comes out at -4.1454 / -4.3921 eV. The spin multiplicity is 2. As for the relative energy (zero: lowest compared OMol25 entry of this formula, charge and spin): 41.22 kJ/mol.

***

# 3
Density functional theory data (wB97M-V/def2-TZVPD) for a molecular structure, C38H52GaO2Se in a non-equilibrium geometry.

```
94
C38H52GaO2Se | the Open Molecules 2025 dataset | wB97M-V/def2-TZVPD
Ga -1.52 -0.94 -1.56
C 0.71 4.94 3.31
C -0.61 4.17 3.41
C -1.79 5.17 3.46
C -0.61 3.38 4.72
C -0.77 3.27 2.19
C -0.90 1.89 2.27
C -1.03 1.13 1.12
Se -1.17 -0.78 1.35
C 0.68 -1.23 1.07
C 1.48 -1.35 2.19
C 2.83 -1.65 2.06
C 3.32 -1.72 0.76
C 2.55 -1.58 -0.39
C 1.15 -1.42 -0.25
O 0.33 -1.47 -1.27
C 3.32 -1.55 -1.73
C 4.36 -0.42 -1.66
C 4.04 -2.89 -1.95
C 2.45 -1.28 -2.96
C 3.76 -1.85 3.25
C 4.47 -3.21 3.11
C 3.01 -1.85 4.58
C 4.80 -0.72 3.29
C -1.07 1.68 -0.18
O -1.23 0.93 -1.24
C -0.93 3.10 -0.27
C -0.78 3.82 0.91
C -0.94 3.92 -1.57
C 0.38 4.70 -1.69
C -2.11 4.91 -1.52
C -1.10 3.10 -2.86
H 0.88 5.55 4.20
H 1.54 4.24 3.20
H 0.72 5.60 2.44
H -1.72 5.79 4.36
H -1.79 5.82 2.59
H -2.73 4.63 3.48
H -0.49 4.06 5.56
H -1.54 2.83 4.85
H 0.22 2.67 4.74
H -0.90 1.37 3.22
H 1.02 -1.21 3.16
H 4.38 -1.89 0.64
H 5.10 -0.59 -0.88
H 4.89 -0.33 -2.61
H 3.86 0.53 -1.45
H 4.73 -3.12 -1.14
H 3.32 -3.70 -2.02
H 4.61 -2.85 -2.88
H 1.86 -0.37 -2.83
H 3.09 -1.16 -3.83
H 1.75 -2.10 -3.14
H 3.73 -4.01 3.02
H 5.11 -3.24 2.23
H 5.09 -3.41 3.99
H 2.21 -2.59 4.59
H 3.70 -2.08 5.39
H 2.57 -0.87 4.78
H 5.42 -0.73 2.39
H 4.30 0.24 3.34
H 5.46 -0.82 4.16
H -0.66 4.89 0.82
H 0.54 5.38 -0.86
H 1.22 4.00 -1.72
H 0.38 5.28 -2.62
H -2.03 5.61 -0.68
H -2.15 5.50 -2.44
H -3.06 4.37 -1.41
H -0.26 2.43 -3.00
H -2.01 2.50 -2.84
H -1.14 3.79 -3.71
C -5.60 -2.29 -1.73
C -4.07 -2.54 -1.79
C -3.66 -3.23 -0.47
C -3.46 -1.15 -2.02
C -3.81 -3.49 -2.96
C -4.21 -4.83 -2.90
C -4.00 -5.70 -3.95
C -3.38 -5.25 -5.11
C -2.98 -3.92 -5.19
C -3.19 -3.05 -4.13
H -5.84 -1.70 -0.85
H -6.15 -3.23 -1.68
H -5.92 -1.74 -2.62
H -3.71 -2.50 0.34
H -2.63 -3.58 -0.55
H -4.30 -4.07 -0.21
H -3.76 -0.54 -1.15
H -4.70 -5.20 -2.01
H -4.32 -6.73 -3.88
H -3.20 -5.93 -5.94
H -2.49 -3.57 -6.09
H -2.90 -2.02 -4.19
```

As for the LUMO energy: 2.35 eV. As for the net charge: -1. The frontier orbital gap is 0.2138 Eh. The HOMO energy comes out at -3.4668 eV. The spin multiplicity is 1. As for the relative energy (zero: lowest compared OMol25 entry of this formula, charge and spin): 57.07 kJ/mol.

***

| no. | calculated total energy (eV) |
| --- | --- |
| 1 | -139034.7522 |
| 2 | -107005.5319 |
| 3 | -162069.5050 |